Computed, not measured: a structure of composition C11H29N2O6PSi2, with ωB97M-V/def2-TZVPD.

Calculated values
* F_max: 3.82 eV Å⁻¹
* E_tot: -52187.9980 eV
* HOMO-LUMO gap: 8.002 eV
* LUMO energy: 0.15 eV
* HOMO level: -7.853 eV

The geometry in ORCA input format:
```
! RIJCOSX wB97M-V def2-TZVPD def2/J DEFGRID3
* xyz 0 1
C 2.949 -1.147 1.857
P 2.686 -0.459 0.117
O 1.437 0.762 0.296
Si 1.853 -1.959 -1.265
O 1.129 -3.347 -0.518
Si -0.144 -2.929 0.577
C -1.906 -3.109 -0.136
C -2.942 -2.238 0.765
C -2.797 -0.678 0.417
C -4.172 -0.002 -0.019
O -5.291 -0.514 0.093
O -4.096 1.283 -0.635
H 3.194 -2.260 1.851
H 3.799 -0.624 2.417
H 1.985 -0.915 2.446
H 0.783 0.504 -0.396
H 0.980 -1.243 -2.199
H 2.990 -2.468 -2.067
H -0.060 -3.873 1.717
H 0.056 -1.591 1.188
H -1.997 -2.896 -1.249
H -2.251 -4.200 0.003
H -4.014 -2.627 0.691
H -2.618 -2.383 1.862
H -2.047 -0.571 -0.450
H -2.351 -0.144 1.322
H -3.183 1.637 -0.587
C 6.674 -3.133 0.352
C 6.586 -1.638 0.507
O 5.631 -0.997 0.088
N 7.609 -1.000 1.135
C 8.815 -1.572 1.697
H 5.787 -3.495 -0.167
H 7.553 -3.398 -0.239
H 6.720 -3.610 1.333
H 7.478 0.000 1.201
H 8.848 -1.328 2.761
H 9.675 -1.117 1.200
H 8.854 -2.652 1.572
C -7.265 6.238 -1.833
C -5.871 5.949 -2.322
O -5.293 6.685 -3.110
N -5.252 4.829 -1.860
C -5.760 3.839 -0.932
H -7.623 7.160 -2.288
H -7.938 5.427 -2.118
H -7.264 6.365 -0.748
H -4.322 4.703 -2.232
H -5.088 3.799 -0.072
H -5.757 2.869 -1.431
H -6.768 4.070 -0.594
*
```

Atom charges from the Mulliken analysis, given in e for atoms 1 to 6: atom 1 (C): -0.855, atom 2 (P): 0.253, atom 3 (O): -0.513, atom 4 (Si): 0.470, atom 5 (O): -0.333, atom 6 (Si): 0.416